{
  "formula": "H4N2O2",
  "method": "ωB97M-V/def2-TZVPD",
  "homo_lumo_gap_ev": [9.49, 9.46],
  "homo_ha": [-0.3153, -0.3147],
  "total_energy_ev": -7134.8499,
  "symbols": ["N", "N", "O", "O", "H", "H", "H", "H"],
  "positions_angstrom": [[0.4033, -1.7097, -0.8790], [-0.4291, 1.6962, 0.8786], [0.2011, -0.4687, -1.1289], [0.4742, 0.8163, 0.6840], [-0.2310, -2.1576, -0.2195], [1.3700, -2.0212, -0.8784], [-1.2872, 1.3842, 1.3305], [-0.5013, 2.4606, 0.2126]],
  "lowdin_charge": [-0.058, -0.058, -0.148, -0.146, 0.102, 0.101, 0.102, 0.105]
}